Entry from the OMol25 dataset: C25H45IrNP2 as an isolated structure at a distorted geometry (ωB97M-V/def2-TZVPD).

Output
Energy above the lowest of the compared OMol25 structures with the same formula, charge and spin in kJ/mol: 2.5
Highest occupied orbital energy (spin up / spin down) in eV: -12.7736 / -13.9904
LUMO (spin up / spin down) in eV: -6.3 / -10.4
Orbital gap (spin up / spin down) in eV: 6.49 / 3.57

```
! wB97M-V def2-TZVPD RIJCOSX def2/J DEFGRID3
* xyz 2 6
Ir -0.931 -0.335 -1.720
C 1.061 -1.938 0.173
C 0.043 -2.262 1.095
C -0.972 -2.192 -1.033
C 0.493 -1.815 -1.164
C -1.187 -2.299 0.433
C 2.498 -2.122 0.455
H 2.725 -1.900 1.506
H 3.131 -1.494 -0.186
H 2.817 -3.171 0.321
C 1.225 -2.056 -2.434
H 2.286 -1.818 -2.299
H 0.819 -1.419 -3.253
H 1.180 -3.128 -2.722
C -1.660 -2.958 -2.114
H -1.045 -3.783 -2.499
H -1.838 -2.308 -2.988
H -2.606 -3.354 -1.728
C -2.524 -2.389 1.038
H -2.540 -2.944 1.981
H -3.229 -2.874 0.347
H -2.923 -1.388 1.288
C 0.272 -2.647 2.528
H 1.003 -3.465 2.658
H -0.673 -2.951 2.993
H 0.657 -1.793 3.098
C 1.140 2.109 1.465
C 1.749 1.187 2.224
C 1.500 0.943 3.656
C 0.099 1.385 4.058
C -0.973 0.751 3.237
C -1.809 1.338 2.370
C -1.411 2.552 1.565
C 0.023 3.071 1.761
H 2.238 1.392 4.334
H 0.052 2.470 4.006
H 1.610 -0.125 3.875
H 0.075 3.551 2.750
H 1.446 2.131 0.401
H 2.487 0.498 1.775
H 0.161 3.884 1.031
H -1.528 2.267 0.506
H -2.802 0.892 2.114
H -2.111 3.388 1.764
H -0.013 1.098 5.109
H -1.164 -0.268 3.558
P 2.551 0.897 -2.000
C 3.857 0.036 -2.986
H 4.597 0.770 -3.323
H 3.411 -0.456 -3.855
H 4.361 -0.712 -2.361
C 2.333 2.309 -3.160
H 3.303 2.688 -3.507
H 1.766 3.107 -2.668
H 1.755 1.936 -4.013
C 3.862 1.695 -0.926
H 4.583 2.238 -1.558
H 4.411 0.903 -0.393
H 3.437 2.379 -0.182
P -2.795 0.582 -2.148
C -4.143 -0.310 -1.227
H -5.151 -0.009 -1.550
H -4.039 -0.095 -0.151
H -4.047 -1.394 -1.370
C -3.163 2.215 -1.401
H -4.123 2.638 -1.740
H -2.361 2.910 -1.680
H -3.218 2.098 -0.307
C -3.339 0.825 -3.882
H -4.225 1.444 -4.071
H -3.511 -0.151 -4.343
H -2.511 1.320 -4.402
N 1.874 -2.092 6.433
C 1.674 -1.483 5.441
*
```



Entry from the OMol25 dataset: C25H45NP2V as an isolated structure at a distorted geometry (ωB97M-V/def2-TZVPD).

Output
Highest occupied orbital energy (spin up / spin down) in eV: -11.8186 / -11.7068
LUMO (spin up / spin down) in eV: -3.4 / -2.9
Orbital gap (spin up / spin down) in eV: 8.46 / 8.79

```
! wB97M-V def2-TZVPD RIJCOSX def2/J DEFGRID3
* xyz 1 3
V -0.456 0.067 0.769
C -1.869 1.592 1.094
C -2.313 0.688 0.063
C -2.055 -0.536 2.019
C -1.752 0.839 2.305
C -2.434 -0.628 0.637
C -1.741 3.070 0.943
H -1.347 3.344 -0.045
H -1.088 3.504 1.710
H -2.722 3.559 1.039
C -1.648 1.417 3.682
H -1.488 2.501 3.654
H -0.850 0.954 4.277
H -2.597 1.245 4.213
C -2.160 -1.629 3.034
H -3.196 -1.690 3.401
H -1.506 -1.435 3.894
H -1.902 -2.616 2.621
C -2.975 -1.824 -0.058
H -4.074 -1.793 -0.121
H -2.709 -2.745 0.470
H -2.593 -1.889 -1.086
C -2.645 1.073 -1.319
H -3.625 1.560 -1.423
H -2.632 0.199 -1.970
H -1.894 1.768 -1.709
C 1.522 0.462 -2.180
C 0.496 1.318 -2.361
C -0.123 1.547 -3.713
C -1.014 0.425 -4.309
C -1.106 -0.855 -3.521
C -0.052 -1.671 -3.360
C 1.275 -1.385 -4.014
C 2.133 -0.285 -3.343
H 0.674 1.769 -4.446
H -0.647 0.224 -5.331
H -0.733 2.464 -3.654
H 2.414 0.441 -4.129
H 2.097 0.412 -1.242
H 0.228 2.050 -1.587
H 3.077 -0.747 -3.005
H 1.859 -2.321 -4.028
H -0.140 -2.638 -2.865
H 1.136 -1.102 -5.073
H -2.034 0.824 -4.433
H -2.106 -1.171 -3.224
P 1.635 1.902 1.479
C 1.493 2.757 3.096
H 2.398 3.355 3.271
H 1.393 2.010 3.892
H 0.615 3.413 3.118
C 3.289 1.135 1.640
H 4.000 1.863 2.053
H 3.645 0.783 0.665
H 3.219 0.280 2.321
C 1.922 3.276 0.316
H 2.270 2.877 -0.645
H 2.669 3.968 0.731
H 0.981 3.816 0.143
P 0.873 -2.411 0.817
C -0.158 -3.661 -0.017
H 0.454 -4.518 -0.331
H -0.630 -3.208 -0.898
H -0.944 -4.010 0.665
C 2.405 -2.390 -0.177
H 2.155 -2.303 -1.241
H 2.985 -3.308 -0.008
H 3.020 -1.524 0.100
C 1.379 -3.278 2.351
H 1.682 -4.314 2.146
H 0.540 -3.269 3.060
H 2.198 -2.731 2.832
N 1.122 -0.499 3.724
C 0.706 -0.370 2.617
*
```



Entry from the OMol25 dataset: C25H46BCaN9O2S3 as an isolated structure (ωB97M-V/def2-TZVPD).

Output
Energy above the lowest of the compared OMol25 structures with the same formula, charge and spin in kJ/mol: 0.0
Highest occupied orbital energy in eV: -7.1864
LUMO in eV: 0.5
Orbital gap in eV: 7.68

```
! wB97M-V def2-TZVPD RIJCOSX def2/J DEFGRID3
* xyz 0 1
Ca 1.014 -0.406 -0.090
C 3.228 3.086 -0.250
C 3.346 2.988 -1.768
C 4.363 1.897 -2.108
C 3.811 4.350 -2.299
N 2.063 2.654 -2.469
C 2.062 2.606 -3.856
C 0.822 2.285 -4.247
N 0.047 2.123 -3.120
B -1.414 1.629 -3.289
N -1.533 0.114 -3.609
C -2.747 -0.306 -4.115
C -2.762 -1.643 -4.109
N -1.542 -2.071 -3.598
C -0.792 -0.973 -3.300
S 0.847 -0.917 -2.801
C -1.306 -3.532 -3.423
C -0.009 -3.885 -2.701
C -1.281 -4.174 -4.812
C -2.470 -4.083 -2.589
N -2.302 2.067 -2.103
C -2.642 3.404 -2.029
C -3.241 3.615 -0.852
N -3.302 2.392 -0.187
C -2.684 1.450 -0.963
S -2.360 -0.177 -0.593
C -3.766 2.320 1.225
C -4.342 0.959 1.618
C -2.564 2.653 2.110
C -4.888 3.346 1.426
C 0.811 2.348 -2.027
S 0.243 2.261 -0.406
H 4.201 3.418 0.118
H 3.015 2.120 0.205
H 2.474 3.805 0.057
H 5.313 2.135 -1.626
H 4.538 1.825 -3.182
H 4.027 0.931 -1.730
H 4.738 4.628 -1.798
H 3.063 5.116 -2.087
H 4.005 4.342 -3.371
H 2.944 2.795 -4.437
H 0.411 2.146 -5.231
H -1.855 2.199 -4.261
H -3.495 0.401 -4.426
H -3.523 -2.329 -4.428
H 0.870 -3.582 -3.262
H 0.002 -4.970 -2.580
H 0.047 -3.424 -1.717
H -0.454 -3.769 -5.397
H -2.209 -3.996 -5.356
H -1.144 -5.252 -4.718
H -2.548 -3.537 -1.646
H -2.294 -5.137 -2.374
H -3.428 -4.005 -3.102
H -2.411 4.088 -2.828
H -3.628 4.524 -0.436
H -3.586 0.183 1.642
H -5.125 0.645 0.927
H -4.780 1.068 2.612
H -1.769 1.928 1.920
H -2.843 2.614 3.164
H -2.172 3.646 1.882
H -5.705 3.162 0.726
H -4.558 4.378 1.318
H -5.275 3.241 2.439
N 2.786 -3.038 -0.291
C 3.877 -2.628 0.612
C 3.708 -1.137 0.925
O 3.906 -0.722 2.067
O 3.271 -0.450 -0.066
H 2.891 -4.019 -0.529
H 2.874 -2.524 -1.163
H 4.878 -2.791 0.197
H 3.808 -3.186 1.544
N 0.790 -0.192 2.464
C 0.406 -1.511 2.988
C -0.773 -2.090 2.226
N -0.423 -2.299 0.818
H 1.733 0.040 2.773
H 0.166 0.532 2.804
H 0.183 -1.486 4.059
H 1.273 -2.167 2.869
H -1.611 -1.390 2.256
H -1.099 -3.009 2.722
H -1.239 -2.283 0.223
H 0.111 -3.147 0.668
*
```



Entry from the OMol25 dataset: C25H46CeOP2 as an isolated structure at a distorted geometry (ωB97M-V/def2-TZVPD).

Output
Energy above the lowest of the compared OMol25 structures with the same formula, charge and spin in kJ/mol: 82.6
Highest occupied orbital energy (spin up / spin down) in eV: -12.1828 / -12.1828
LUMO (spin up / spin down) in eV: -8.7 / -8.7
Orbital gap (spin up / spin down) in eV: 3.51 / 3.51

```
! wB97M-V def2-TZVPD RIJCOSX def2/J DEFGRID3
* xyz 2 1
Ce 2.567 -0.401 0.182
C 3.372 1.685 1.421
C 2.392 0.952 2.186
C 4.310 -0.363 1.941
C 4.542 0.872 1.273
C 2.985 -0.312 2.524
C 3.266 3.126 1.043
H 2.864 3.706 1.897
H 2.607 3.272 0.168
H 4.251 3.561 0.785
C 5.816 1.362 0.648
H 6.088 2.364 1.023
H 5.688 1.453 -0.443
H 6.670 0.700 0.852
C 5.188 -1.564 1.916
H 6.230 -1.289 2.109
H 5.138 -2.057 0.931
H 4.891 -2.282 2.687
C 2.281 -1.467 3.110
H 3.020 -2.165 3.513
H 1.691 -2.013 2.342
H 1.608 -1.155 3.917
C 1.005 1.419 2.439
H 0.540 0.980 3.326
H 0.356 1.146 1.597
H 0.943 2.505 2.560
C -1.129 3.328 -0.844
C -0.772 3.659 0.412
C -1.665 3.667 1.608
C -3.043 2.924 1.482
C -3.115 1.442 1.599
C -2.551 0.548 0.778
C -1.517 0.920 -0.221
C -1.910 2.102 -1.163
H -1.901 4.742 1.773
H -3.560 3.320 0.595
H -1.137 3.313 2.512
H -2.988 2.285 -1.069
H -0.958 4.024 -1.682
H 0.219 4.094 0.553
H -1.751 1.858 -2.228
H -0.644 1.269 0.356
H -2.808 -0.508 0.880
H -1.164 0.077 -0.859
H -3.618 3.334 2.328
H -3.751 1.061 2.409
P -2.608 -1.448 -2.023
P -1.153 -4.006 -1.216
C -3.364 -3.001 -2.764
C -2.389 -4.191 -2.622
H -3.548 -2.820 -3.839
H -4.343 -3.223 -2.291
H -2.901 -5.166 -2.525
H -1.768 -4.267 -3.531
C -0.705 -5.799 -1.250
H -0.103 -6.059 -0.372
H -0.114 -5.990 -2.156
H -1.609 -6.422 -1.277
C -2.317 -4.076 0.220
H -3.187 -4.723 0.055
H -2.666 -3.074 0.491
H -1.753 -4.464 1.077
C -2.229 -0.548 -3.608
H -1.462 0.208 -3.378
H -3.127 -0.047 -4.009
H -1.818 -1.239 -4.362
C -4.147 -0.541 -1.527
H -5.059 -0.907 -2.042
H -3.957 0.526 -1.765
H -4.328 -0.626 -0.430
C 2.015 2.134 -2.044
O 2.004 0.986 -1.183
H 2.749 2.884 -1.698
H 1.009 2.592 -2.046
H 2.332 1.814 -3.050
*
```



Entry from the OMol25 dataset: C25H46Cl2N3O6SiW as an isolated structure at a distorted geometry (ωB97M-V/def2-TZVPD).

Output
Highest occupied orbital energy in eV: -16.5337
LUMO in eV: -12.3
Orbital gap in eV: 4.28

```
! wB97M-V def2-TZVPD RIJCOSX def2/J DEFGRID3
* xyz 3 1
C 0.711 1.511 -3.520
C 1.905 1.413 -2.636
H 0.748 2.423 -4.119
H -0.226 1.501 -2.942
H 0.682 0.652 -4.206
C 2.879 2.335 -2.536
C 2.898 3.633 -3.258
H 3.782 2.117 -1.960
H 1.903 3.948 -3.597
H 3.559 3.593 -4.136
H 3.294 4.418 -2.599
W -0.498 -0.217 0.388
Cl -2.339 0.834 -0.604
C 2.107 -1.637 1.608
O 1.001 -1.050 1.772
N 2.922 -1.930 2.624
C 2.795 -1.263 3.913
C 4.047 -2.837 2.429
H 2.446 -1.977 0.619
H 1.758 -0.951 4.056
H 3.466 -0.390 3.975
H 3.091 -1.983 4.683
H 3.860 -3.461 1.546
H 4.127 -3.476 3.320
H 4.992 -2.290 2.288
H -3.279 -3.195 4.269
H -4.784 -4.092 2.484
C -3.275 -2.219 3.774
C -4.735 -3.133 1.957
N -3.539 -2.409 2.350
H -2.307 -1.734 3.905
C -2.807 -1.808 1.427
O -1.805 -1.093 1.759
H -4.708 -3.316 0.876
H -3.079 -1.972 0.375
H -4.067 -1.608 4.224
H -5.641 -2.556 2.195
H 0.221 2.996 -1.000
H 2.961 3.816 0.267
C 0.044 3.549 -0.065
C 2.227 4.045 1.054
N 1.056 3.186 0.928
H -0.962 3.322 0.307
C 0.892 2.127 1.721
O -0.154 1.398 1.641
H 2.689 3.902 2.037
H 1.666 1.923 2.469
H 0.140 4.620 -0.255
H 1.913 5.090 0.952
O 0.811 0.395 -0.856
C 1.891 0.182 -1.749
C 3.532 0.737 0.092
C 3.174 -0.083 -0.973
H 2.863 1.570 0.346
C 4.748 0.539 0.747
H 1.675 -0.695 -2.380
C 3.997 -1.149 -1.352
H 5.025 1.202 1.576
C 5.615 -0.460 0.310
C 5.229 -1.330 -0.715
H 3.674 -1.785 -2.178
H 6.606 -0.559 0.765
H 5.894 -2.131 -1.047
Si -5.342 1.068 -2.179
Cl -3.682 1.781 -3.251
C -5.586 2.102 -0.642
C -5.176 -0.781 -1.908
C -6.768 1.418 -3.357
H -4.669 2.264 -0.069
H -6.331 1.643 0.021
H -5.980 3.082 -0.939
H -6.917 2.503 -3.426
H -7.709 0.965 -3.024
H -6.531 1.043 -4.359
H -4.268 -1.068 -1.359
H -5.158 -1.294 -2.879
H -6.046 -1.159 -1.351
C 0.000 -4.251 0.216
C 0.329 -2.967 -0.509
O 1.407 -2.760 -1.090
O -0.655 -2.074 -0.460
H -0.916 -4.717 -0.173
H -0.136 -4.022 1.283
H 0.823 -4.960 0.109
*
```



Entry from the OMol25 dataset: a 7-piece molecular cluster, C25H46FIN6Si overall (ωB97M-V/def2-TZVPD).

Output
SMILES: CCCCCCCCCCCCC[Si@@H](F)I.CC#N.CC#N.CC#N.CC#N.CC#N.CC#N
Highest occupied orbital energy in eV: -9.2522
LUMO in eV: 0.4
Orbital gap in eV: 9.64

```
! wB97M-V def2-TZVPD RIJCOSX def2/J DEFGRID3
* xyz 0 1
C 7.527 0.092 1.205
C 8.397 -0.618 0.173
C 8.780 -2.039 0.583
C 7.613 -2.999 0.841
C 6.500 -3.019 -0.210
C 5.152 -3.444 0.379
C 4.153 -3.978 -0.664
C 2.725 -3.405 -0.576
C 1.644 -4.429 -0.187
C 0.255 -4.133 -0.777
C -0.776 -3.618 0.248
C -1.696 -2.529 -0.322
C -3.086 -2.481 0.332
Si -4.252 -1.382 -0.633
F -5.436 -2.331 -1.153
I -5.022 0.356 0.930
H 6.620 -0.476 1.417
H 7.205 1.067 0.836
H 8.067 0.253 2.139
H 7.880 -0.619 -0.788
H 9.313 -0.044 0.018
H 9.372 -1.970 1.501
H 9.449 -2.459 -0.173
H 7.177 -2.786 1.822
H 8.021 -4.010 0.911
H 6.393 -2.050 -0.700
H 6.758 -3.737 -0.995
H 5.356 -4.221 1.122
H 4.713 -2.603 0.922
H 4.107 -5.065 -0.585
H 4.555 -3.774 -1.660
H 2.712 -2.561 0.119
H 2.451 -3.006 -1.556
H 1.562 -4.476 0.902
H 1.971 -5.406 -0.541
H -0.130 -5.055 -1.209
H 0.346 -3.396 -1.580
H -1.411 -4.446 0.571
H -0.250 -3.220 1.118
H -1.220 -1.551 -0.211
H -1.810 -2.699 -1.398
H -3.003 -2.117 1.357
H -3.509 -3.489 0.367
H -3.518 -0.780 -1.750
C -0.870 -7.931 -4.003
C 0.080 -7.553 -2.964
N 0.825 -7.249 -2.144
H -1.880 -7.671 -3.692
H -0.636 -7.406 -4.927
H -0.818 -9.004 -4.180
C -4.174 4.082 2.623
C -3.008 4.392 3.440
N -2.085 4.666 4.068
H -5.090 4.344 3.148
H -4.123 4.651 1.696
H -4.203 3.019 2.390
C -1.308 7.919 2.220
C -2.294 7.360 1.304
N -3.075 6.908 0.592
H -0.670 7.126 2.605
H -0.693 8.652 1.700
H -1.814 8.397 3.057
C -6.709 1.778 -4.236
C -6.239 0.875 -3.193
N -5.858 0.166 -2.374
H -6.114 2.690 -4.226
H -6.614 1.300 -5.208
H -7.753 2.033 -4.065
C -9.084 1.627 0.944
C -8.111 2.483 1.608
N -7.342 3.159 2.128
H -9.136 0.666 1.453
H -10.066 2.096 0.962
H -8.781 1.459 -0.088
C -1.130 11.844 1.151
C 0.191 11.284 1.412
N 1.227 10.832 1.619
H -1.822 11.052 0.871
H -1.504 12.344 2.043
H -1.072 12.565 0.338
*
```